Record 1
Molecular formula: C49H47Cl2N4O2Ta
Method: DFT, wB97M-V/def2-TZVPD

The total energy is -3241.92923 Ha. Its charge is +2. The multiplicity is 1. The calculation puts the highest occupied orbital energy at -12.395 eV.

```
105
Properties=species:S:1:pos:R:3:forces:R:3
Ta -0.856 -0.265 -0.855 -0.4 0.1 0.0
C -1.865 -2.342 4.104 0.0 0.0 0.0
C -0.762 -2.473 3.084 0.0 0.0 0.0
C 0.440 -1.783 3.305 0.0 0.0 0.0
C 0.632 -1.047 4.607 0.0 0.0 0.0
C 1.462 -1.823 2.355 0.0 -0.1 0.0
C 2.736 -1.040 2.566 0.0 0.0 0.0
C 1.330 -2.647 1.224 0.0 -0.1 0.1
C 2.535 -2.929 0.359 0.0 0.0 0.0
C 0.142 -3.360 1.018 0.0 0.0 0.0
C 0.019 -4.329 -0.128 0.0 0.0 0.0
C -0.907 -3.273 1.949 0.0 0.0 0.0
C -2.136 -4.115 1.719 0.0 0.0 0.0
H -1.743 -3.061 4.917 0.0 0.0 0.0
H -2.849 -2.502 3.672 0.0 0.0 0.0
H -1.871 -1.348 4.549 0.0 0.0 0.0
H 1.684 -0.936 4.854 0.0 0.0 0.0
H 0.169 -1.587 5.431 0.0 0.0 0.0
H 0.188 -0.048 4.585 0.0 0.0 0.0
H 3.475 -1.617 3.127 0.0 0.0 0.0
H 2.552 -0.123 3.122 0.0 0.0 0.0
H 3.190 -0.761 1.616 0.0 0.0 0.0
H 3.458 -2.785 0.916 0.0 0.0 0.0
H 2.589 -2.293 -0.529 0.0 0.0 0.0
H 2.535 -3.961 0.014 0.0 0.0 0.0
H 0.268 -5.343 0.199 0.0 0.0 0.0
H 0.676 -4.078 -0.958 0.0 0.0 0.0
H -0.995 -4.358 -0.518 0.0 0.0 0.0
H -2.822 -4.102 2.558 0.0 0.0 0.0
H -1.860 -5.157 1.550 0.0 0.0 0.0
H -2.685 -3.791 0.830 0.0 0.0 0.0
Cl -1.350 -4.464 -3.351 0.0 0.0 0.0
C -2.397 -3.117 -3.470 -0.1 0.2 0.2
C -3.378 -3.092 -4.487 0.0 0.0 0.0
C -4.217 -2.028 -4.638 0.0 0.0 0.0
Cl -5.411 -2.038 -5.874 0.0 0.0 0.0
C -4.117 -0.899 -3.778 0.0 0.0 0.3
C -4.926 0.248 -3.822 0.0 0.1 0.1
C -4.708 1.263 -2.917 0.0 -0.1 -0.1
C -3.653 1.163 -2.011 0.1 0.0 0.1
N -2.862 0.101 -1.942 0.0 0.1 -0.1
C -3.136 -0.944 -2.769 0.2 -0.3 -0.4
C -2.290 -2.062 -2.599 -0.4 -0.2 -0.5
O -1.403 -1.957 -1.594 0.4 -0.1 0.2
H -3.457 -3.942 -5.150 0.0 0.0 0.0
H -5.712 0.325 -4.560 0.0 0.0 0.0
H -5.326 2.148 -2.913 0.0 0.0 0.0
H -3.440 1.971 -1.325 0.0 0.0 0.0
N -0.861 1.820 -1.263 0.1 0.4 0.1
C -0.649 2.953 -1.077 -0.2 -0.3 -0.1
N -0.472 4.209 -0.932 0.1 0.1 0.0
C 0.858 4.839 -1.122 0.1 0.0 0.0
C 1.340 5.339 0.232 0.0 0.0 -0.1
O 0.380 6.195 0.810 0.0 0.0 0.0
C -0.835 5.530 1.075 -0.1 0.0 0.0
C -1.469 5.046 -0.222 0.0 0.0 0.1
H 0.722 5.668 -1.817 0.0 0.0 0.0
H 1.541 4.111 -1.558 0.0 0.0 0.0
H 2.255 5.916 0.112 0.0 0.0 0.0
H 1.536 4.483 0.893 0.0 0.0 0.0
H -1.492 6.247 1.565 0.0 0.0 0.0
H -0.673 4.678 1.749 0.0 0.0 0.0
H -1.718 5.884 -0.874 0.0 0.0 0.0
H -2.362 4.452 -0.033 0.0 0.0 0.0
C -0.216 2.739 4.026 -0.1 0.0 0.0
C 0.683 2.285 3.040 0.0 0.0 -0.1
C 0.280 1.391 2.084 0.0 0.0 0.0
C -1.041 0.892 2.073 0.0 0.0 0.1
C -1.497 -0.047 1.091 0.0 0.0 0.3
C -2.785 -0.558 1.197 0.1 0.1 -0.1
C -3.672 -0.123 2.198 0.0 0.0 0.1
C -3.257 0.808 3.109 0.0 0.0 -0.1
C -1.938 1.329 3.080 0.0 0.0 -0.1
C -1.499 2.267 4.045 0.1 0.0 0.0
H 0.119 3.441 4.778 0.0 0.0 0.0
H 1.711 2.625 3.062 0.0 0.0 0.0
H 0.986 0.997 1.363 -0.1 0.0 0.1
H -3.139 -1.318 0.506 0.0 0.0 0.0
H -4.670 -0.536 2.249 0.0 0.0 0.0
H -3.932 1.149 3.884 0.0 0.0 0.0
H -2.193 2.591 4.810 0.0 0.0 0.0
N 0.997 -0.124 -1.074 -0.3 -0.2 0.1
C 2.164 -0.087 -1.624 0.3 0.2 -0.3
C 3.275 0.576 -0.923 0.0 -0.1 0.1
C 3.012 1.667 -0.093 0.0 0.1 0.0
C 4.034 2.261 0.623 0.0 0.0 0.0
C 5.324 1.748 0.541 0.0 0.0 0.0
C 5.590 0.654 -0.272 0.0 0.0 0.0
C 4.574 0.076 -1.016 0.0 0.0 0.0
C 2.386 -0.671 -2.954 0.0 -0.1 0.0
C 3.328 -0.110 -3.823 0.0 0.0 0.0
C 3.501 -0.636 -5.092 0.0 0.0 0.0
C 2.761 -1.739 -5.493 0.0 0.0 0.0
C 1.837 -2.317 -4.627 0.0 0.0 0.0
C 1.642 -1.782 -3.369 0.0 0.0 0.1
H 1.996 2.034 -0.014 0.1 0.0 -0.1
H 3.835 3.118 1.254 0.0 0.0 0.0
H 6.121 2.200 1.113 0.0 0.0 0.0
H 6.592 0.252 -0.326 0.0 0.0 0.0
H 4.780 -0.782 -1.642 0.0 0.0 0.0
H 3.903 0.751 -3.511 0.0 0.0 0.0
H 4.218 -0.190 -5.767 0.0 0.0 0.0
H 2.911 -2.158 -6.478 0.0 0.0 0.0
H 1.283 -3.194 -4.932 0.0 0.0 0.0
H 0.950 -2.254 -2.682 0.0 0.0 0.0
```
Forces are in eV/Å.

=====

Record 2
Molecular formula: C49H47F6N2O3P
Method: DFT, wB97M-V/def2-TZVPD

The total energy is -3170.65778 Ha. The multiplicity is 1. The calculation puts the highest occupied orbital energy at -8.498 eV.

```
108
Properties=species:S:1:pos:R:3:forces:R:3
C 0.569 5.387 1.038 -1.8 -1.3 0.6
P 1.177 4.532 -0.602 0.2 0.1 -0.4
C -0.330 4.800 -1.806 -1.3 -0.5 1.0
C 1.197 2.622 -0.299 -1.2 -4.0 1.6
C 1.873 1.528 -1.364 -1.5 -1.7 2.6
C 1.837 -0.123 -1.105 -2.0 3.0 3.5
C 1.104 -0.610 0.278 0.5 3.2 -0.7
C 0.457 0.465 1.333 1.6 0.8 -2.1
C 0.468 2.088 1.109 2.0 -3.7 -2.9
C -0.164 -0.495 2.507 -0.8 1.1 3.4
O -0.355 -0.321 3.817 1.2 -1.0 -8.7
N -0.476 -1.779 1.730 1.6 0.0 0.6
C -1.682 -1.751 0.817 -2.2 -0.4 -0.4
C -2.777 -0.576 1.143 -1.0 1.1 -0.4
O -3.379 -0.663 2.501 1.7 1.9 -0.8
C -4.070 -0.564 0.083 0.8 1.1 -0.6
N -4.877 0.696 0.457 0.7 -0.6 -0.7
C 0.798 -2.088 0.916 2.1 -2.9 -0.5
O 1.440 -3.257 0.847 -4.4 7.8 0.3
H 1.265 5.135 1.945 -1.2 0.7 -1.9
H 0.356 6.530 0.904 0.8 -2.2 0.1
H -0.486 4.878 1.261 2.0 1.3 -0.2
H -0.291 5.833 -2.356 0.2 -2.2 1.0
H -1.305 4.780 -1.119 1.9 0.0 -1.7
H -0.361 3.869 -2.517 0.0 2.0 1.1
H 2.384 1.887 -2.377 -1.3 -0.6 2.6
H 2.273 -0.915 -1.848 -0.9 1.9 1.6
H -0.041 2.798 1.890 1.2 -1.6 -1.8
H -2.245 -2.793 0.956 1.2 2.3 -0.3
H -1.418 -1.654 -0.335 -0.2 0.0 2.4
H -2.318 0.523 1.055 -0.6 -2.5 -0.1
H -3.253 0.267 2.906 -0.5 -2.4 -0.9
H -3.701 -0.355 -1.033 -0.4 -1.1 2.3
H -4.714 -1.543 0.142 1.3 2.0 0.0
H -4.293 1.541 0.193 -1.2 -1.4 0.2
H -5.792 0.714 -0.047 1.3 0.1 0.5
F 4.845 4.224 1.272 -0.2 0.2 0.1
C 5.571 3.281 0.658 0.6 -0.8 -0.5
C 6.658 3.655 -0.124 0.0 0.1 0.0
C 7.418 2.672 -0.759 -0.4 -0.2 0.2
C 7.074 1.326 -0.614 0.0 0.0 0.0
C 5.977 0.961 0.169 0.2 0.4 -0.1
C 5.225 1.943 0.813 -0.1 0.1 0.0
H 6.905 4.706 -0.232 -0.1 -0.1 0.0
H 8.274 2.953 -1.366 -0.2 0.0 0.1
H 7.663 0.560 -1.113 -0.1 0.2 0.1
H 5.709 -0.087 0.277 0.0 0.2 0.0
H 4.376 1.676 1.433 0.0 0.1 -0.1
F 9.106 -0.873 -2.291 0.2 0.3 0.0
C 8.611 -2.116 -2.365 -0.5 -1.2 -0.2
C 8.312 -2.804 -1.195 0.0 0.1 0.0
C 7.791 -4.096 -1.272 0.1 0.1 -0.4
C 7.586 -4.690 -2.520 0.0 0.1 0.0
C 7.894 -3.992 -3.689 0.1 0.1 0.5
C 8.404 -2.696 -3.611 0.2 0.0 0.1
H 8.486 -2.331 -0.234 0.0 0.0 -0.1
H 7.547 -4.640 -0.363 0.1 0.1 -0.1
H 7.184 -5.699 -2.579 0.1 0.2 0.0
H 7.737 -4.458 -4.659 0.0 0.1 0.2
H 8.640 -2.137 -4.510 0.0 0.0 0.1
F -3.348 3.772 0.496 0.5 -0.3 -0.1
C -4.511 4.393 0.736 -1.3 0.7 0.3
C -4.963 4.516 2.045 0.1 0.0 0.0
C -6.171 5.167 2.296 0.1 0.0 -0.5
C -6.920 5.677 1.232 0.1 0.0 0.0
C -6.460 5.543 -0.079 0.1 -0.1 0.4
C -5.247 4.903 -0.328 0.1 -0.1 0.0
H -4.372 4.106 2.857 0.0 0.0 -0.1
H -6.530 5.275 3.316 0.1 -0.1 -0.2
H -7.865 6.180 1.428 0.2 -0.1 0.0
H -7.047 5.938 -0.905 0.1 -0.1 0.1
H -4.870 4.798 -1.340 0.0 0.0 0.1
F -5.655 -3.918 -1.145 0.2 0.1 -0.2
C -6.553 -4.232 -0.201 -0.8 -0.3 0.9
C -6.264 -3.966 1.133 0.1 0.0 -0.1
C -7.201 -4.288 2.115 -0.2 -0.1 -0.4
C -8.412 -4.882 1.753 0.1 0.0 0.0
C -8.691 -5.149 0.412 0.3 0.2 0.2
C -7.759 -4.817 -0.571 0.0 0.0 -0.1
H -5.315 -3.512 1.396 -0.1 0.0 0.0
H -6.988 -4.078 3.160 0.0 0.0 -0.2
H -9.141 -5.137 2.520 0.1 0.0 -0.2
H -9.633 -5.615 0.132 0.2 0.1 0.0
H -7.963 -5.009 -1.620 0.1 0.0 0.1
F -5.896 0.469 7.855 -0.2 0.2 0.1
C -5.170 -0.474 7.241 0.6 -0.8 -0.5
C -4.082 -0.101 6.459 0.0 0.0 0.0
C -3.323 -1.083 5.824 -0.3 -0.2 0.2
C -3.667 -2.430 5.969 0.0 0.0 0.0
C -4.763 -2.794 6.752 0.2 0.4 -0.1
C -5.515 -1.812 7.396 -0.1 0.1 0.0
H -3.835 0.951 6.351 0.0 -0.1 0.1
H -2.467 -0.802 5.216 -0.1 -0.1 0.1
H -3.077 -3.195 5.469 -0.1 0.2 0.1
H -5.031 -3.843 6.860 0.0 0.2 0.0
H -6.365 -2.079 8.015 0.1 0.1 -0.1
F 5.714 -2.074 -4.410 -0.2 0.1 0.1
C 5.741 -1.756 -5.711 0.0 0.2 -0.9
C 5.085 -2.570 -6.628 0.0 0.0 0.0
C 5.107 -2.236 -7.982 0.3 0.3 0.2
C 5.796 -1.097 -8.406 0.0 0.0 0.0
C 6.455 -0.289 -7.479 -0.2 -0.4 0.0
C 6.423 -0.616 -6.124 0.0 0.0 0.1
H 4.562 -3.455 -6.281 0.1 0.1 0.0
H 4.591 -2.862 -8.706 0.1 0.1 0.2
H 5.817 -0.839 -9.463 0.0 0.0 0.2
H 6.994 0.595 -7.812 -0.1 -0.2 0.1
H 6.922 0.006 -5.389 -0.1 -0.1 0.0
```
Forces are in eV/Å.